No. 1
ORCA calculation (ωB97M-V/def2-TZVPD) on a 26-piece molecular cluster, C20H93O30P overall.

Values from the calculation:
- Highest occupied orbital energy: -9.97 eV
- Net charge: 0
- F_max: 0.810 eV/A

Structure (XYZ):
```
144
Properties=species:S:1:pos:R:3:lowdin_charge:R:1
C -4.700 -4.051 -5.355 -0.12
C -4.321 -3.844 -3.882 -0.24
C -3.236 -4.826 -3.387 -0.21
C -2.016 -4.148 -2.763 -0.22
C -2.269 -3.644 -1.342 -0.22
C -1.010 -3.100 -0.684 -0.21
C -1.300 -2.301 0.586 -0.23
C -0.031 -1.678 1.151 -0.21
C -0.174 -1.018 2.523 -0.20
C -1.464 -0.229 2.736 -0.21
C -1.360 0.664 3.989 -0.20
C -0.953 2.111 3.655 -0.19
C -2.137 3.110 3.602 -0.20
C -1.935 4.317 4.511 -0.17
C -0.737 5.185 4.155 -0.19
O 0.458 4.742 4.849 -0.17
P 1.804 4.719 4.022 0.39
O 1.769 3.977 2.766 -0.20
O 2.854 4.283 5.110 -0.18
C 2.859 2.882 5.499 -0.19
C 4.187 2.250 5.166 -0.23
C 4.447 2.189 3.659 -0.09
O 2.257 6.264 3.909 -0.16
O 2.002 6.795 2.595 -0.11
C 3.287 7.154 2.071 -0.23
C 3.938 6.055 1.251 -0.07
H -4.516 -5.083 -5.660 0.05
H -5.754 -3.819 -5.522 0.07
H -4.114 -3.423 -6.024 0.05
H -5.222 -3.950 -3.273 0.10
H -3.957 -2.824 -3.733 0.10
H -2.895 -5.412 -4.245 0.10
H -3.668 -5.541 -2.678 0.10
H -1.701 -3.319 -3.406 0.12
H -1.185 -4.862 -2.752 0.11
H -2.603 -4.497 -0.749 0.08
H -3.047 -2.875 -1.388 0.12
H -0.351 -3.933 -0.427 0.10
H -0.464 -2.439 -1.369 0.12
H -2.047 -1.538 0.338 0.11
H -1.743 -2.968 1.334 0.10
H 0.697 -2.491 1.232 0.08
H 0.400 -0.975 0.434 0.08
H 0.650 -0.302 2.637 0.11
H -0.050 -1.741 3.337 0.11
H -1.621 0.427 1.874 0.11
H -2.322 -0.898 2.827 0.10
H -2.279 0.638 4.579 0.10
H -0.581 0.239 4.631 0.10
H -0.227 2.452 4.393 0.08
H -0.429 2.102 2.696 0.11
H -3.047 2.577 3.871 0.09
H -2.264 3.454 2.572 0.10
H -1.881 4.002 5.557 0.12
H -2.808 4.974 4.437 0.11
H -0.913 6.221 4.446 0.13
H -0.558 5.162 3.076 0.12
H 2.031 2.347 5.026 0.11
H 2.681 2.863 6.575 0.13
H 4.980 2.850 5.621 0.11
H 4.188 1.232 5.549 0.08
H 4.515 3.196 3.242 0.06
H 3.603 1.727 3.143 0.08
H 5.367 1.649 3.443 0.07
H 3.913 7.418 2.924 0.11
H 3.098 8.038 1.459 0.13
H 3.188 5.524 0.667 0.08
H 4.508 5.366 1.871 0.06
H 4.637 6.525 0.559 0.06
O 7.135 6.637 1.008 -0.05
H 7.515 5.756 0.932 0.04
H 7.850 7.184 1.348 0.04
O 4.371 10.097 4.027 -0.04
H 4.769 9.716 4.816 0.06
H 3.705 9.457 3.753 0.03
O -4.224 -4.501 1.064 -0.04
H -4.272 -3.918 1.831 0.05
H -5.014 -4.295 0.554 0.05
O -4.986 3.111 2.282 -0.05
H -5.753 3.682 2.384 0.04
H -4.564 3.411 1.470 0.04
O 6.168 0.039 6.557 -0.06
H 6.576 0.880 6.786 0.04
H 5.389 -0.005 7.121 0.02
O -4.351 -2.091 -8.093 -0.05
H -3.663 -1.418 -8.062 0.05
H -4.701 -2.036 -8.990 0.05
O -2.170 -7.417 -0.084 -0.05
H -2.833 -6.906 0.395 0.01
H -2.098 -6.978 -0.937 0.02
O -5.040 -5.210 -8.482 -0.05
H -5.877 -5.187 -8.006 0.05
H -4.652 -4.336 -8.342 0.01
O 1.695 0.180 -1.068 -0.05
H 2.309 0.865 -0.784 0.04
H 1.665 0.280 -2.026 0.00
O -3.099 -7.203 -7.072 -0.07
H -3.800 -7.758 -6.703 0.01
H -3.569 -6.567 -7.632 0.01
O 3.058 -0.977 6.462 -0.05
H 2.290 -1.509 6.228 0.04
H 3.781 -1.611 6.518 0.04
O 2.287 1.731 -3.471 -0.05
H 2.900 2.420 -3.201 0.06
H 2.227 1.793 -4.437 0.02
O -1.013 -5.022 -8.180 -0.05
H -1.582 -5.758 -7.931 0.01
H -0.124 -5.374 -8.046 0.01
O -0.718 0.777 -3.060 -0.06
H 0.225 0.977 -3.081 -0.02
H -1.006 1.122 -2.209 0.04
O 4.036 12.785 2.955 -0.07
H 3.404 12.819 2.231 0.01
H 3.980 11.877 3.287 -0.01
O -2.649 -6.341 2.965 -0.07
H -2.844 -5.743 2.235 -0.02
H -1.820 -6.753 2.692 0.02
O 0.959 12.562 2.023 -0.06
H 0.015 12.679 1.873 0.03
H 1.165 13.152 2.757 0.04
O -4.954 -9.446 -6.513 -0.04
H -5.753 -9.838 -6.149 0.05
H -4.436 -10.188 -6.846 0.05
O 2.986 -3.306 0.699 -0.06
H 2.936 -2.682 -0.034 0.04
H 3.850 -3.720 0.611 0.04
O 1.111 -3.162 -7.000 -0.07
H 0.213 -3.487 -7.145 0.00
H 1.499 -3.825 -6.419 0.01
O 3.332 6.978 6.837 -0.06
H 3.336 6.333 6.119 -0.01
H 2.939 6.509 7.580 0.03
O -0.247 -5.143 1.885 -0.05
H 0.632 -4.913 1.563 0.04
H -0.278 -4.817 2.791 0.05
O 1.075 2.083 -6.004 -0.04
H 0.283 1.563 -5.823 0.05
H 0.805 2.749 -6.642 0.05
O 1.294 -6.328 -6.568 -0.04
H 0.711 -7.059 -6.332 0.05
H 2.181 -6.675 -6.431 0.05
O -1.471 -9.854 -7.277 -0.06
H -2.142 -9.273 -6.899 -0.01
H -1.383 -9.525 -8.178 0.04
```

***

No. 2
ORCA calculation (ωB97M-V/def2-TZVPD) on C8H22O6Y as an isolated structure.

Values from the calculation:
- ΔE to the lowest compared entry with this formula, charge and spin: 15.2 kcal/mol
- Highest occupied orbital energy: -11.52 eV
- Net charge: +1
- F_max: 2.926 eV/A

Structure (XYZ):
```
37
Properties=species:S:1:pos:R:3:lowdin_charge:R:1
Y -0.340 0.892 0.134 1.63
C 1.509 -3.130 0.845 -0.09
C 0.623 -2.387 -0.141 -0.34
O 0.317 -0.998 -0.118 -0.43
H 1.031 -3.550 1.724 0.06
H 2.400 -2.560 1.123 0.08
H 1.803 -4.054 0.347 0.08
H -0.312 -2.926 -0.341 0.11
H 1.225 -2.416 -1.040 0.10
C 1.594 0.768 -2.844 -0.12
C 1.491 2.206 -2.432 -0.37
O 0.865 2.310 -1.119 -0.44
H 2.164 0.246 -2.086 0.07
H 2.136 0.798 -3.786 0.08
H 0.611 0.303 -2.960 0.06
H 0.913 2.790 -3.163 0.10
H 2.493 2.631 -2.422 0.10
C -2.442 -0.608 -1.938 -0.13
C -3.309 -0.724 -0.713 -0.19
O -2.513 -0.395 0.424 -0.13
O -1.714 0.686 -1.872 -0.16
H -2.977 -0.601 -2.895 0.15
H -1.682 -1.372 -1.949 0.12
H -3.653 -1.749 -0.601 0.14
H -4.198 -0.107 -0.754 0.13
H -3.042 -0.576 1.205 0.12
H -2.090 1.338 -2.490 0.13
C 0.185 1.217 3.582 -0.17
C 1.418 1.718 2.929 -0.19
O 1.014 2.262 1.648 -0.15
O -0.520 0.258 2.711 -0.14
H -0.548 1.991 3.873 0.14
H 0.306 0.541 4.432 0.14
H 2.201 0.952 2.795 0.15
H 1.835 2.564 3.517 0.15
H 1.896 2.265 1.235 0.11
H -0.687 -0.584 3.138 0.10
```